This record from the OMol25 dataset describes a molecular structure, C20H27HoN3S2. The level of theory is ωB97M-V with the def2-TZVPD basis set.

Its largest force on an atom is 4.6 eV/A. The calculation puts the HOMO energy (spin up / spin down) at -17.58 / -17.58 eV. The value obtained for the molar mass is 538.52 g/mol. Its LUMO energy (spin up / spin down) is -11.2273 / -11.1529 eV. As for the HOMO-LUMO gap (spin up / spin down): 6.35 / 6.43 eV. The expectation value of S² is 6.005.

```
! wB97M-V def2-TZVPD RIJCOSX def2/J DEFGRID3
* xyz 3 5
Ho 1.054 0.118 -0.253
S -0.824 2.119 -0.534
S -0.787 -1.915 -0.106
C -2.618 1.844 -0.767
C -0.414 2.417 -2.297
C -0.554 1.195 -3.179
N 0.116 -0.038 -2.606
C -0.692 -1.285 -2.881
C -0.448 -2.389 -1.858
H 0.601 2.835 -2.322
H -1.125 3.188 -2.592
H -0.122 1.399 -4.166
H -1.612 0.952 -3.323
H -0.447 -1.665 -3.886
H -1.752 -0.997 -2.882
H 0.579 -2.795 -1.902
H -1.166 -3.202 -2.022
C -2.594 -1.808 -0.217
H 0.981 -0.151 -3.144
H -2.956 -0.837 -0.568
H -2.940 -1.985 0.807
H -2.929 -2.624 -0.869
H -3.085 1.934 0.225
H -2.843 0.864 -1.211
H -2.989 2.652 -1.409
C 2.924 0.387 -1.663
C 3.401 0.709 -0.395
H 2.743 1.167 -2.424
H 3.041 -0.641 -2.058
H 3.742 1.716 -0.126
H 3.867 -0.065 0.234
C 3.207 -3.523 1.498
C 2.305 -2.745 0.774
N 1.939 -1.511 1.190
C 2.369 -1.033 2.401
C 3.274 -1.789 3.198
C 3.714 -3.031 2.696
C 3.774 -1.190 4.398
C 3.497 0.118 4.720
C 2.729 0.961 3.856
C 2.613 2.356 4.008
C 1.919 3.104 3.074
C 1.358 2.470 1.966
N 1.402 1.121 1.827
C 2.093 0.352 2.732
H 3.502 -4.493 1.086
H 1.877 -3.103 -0.170
H 4.460 -3.584 3.268
H 4.434 -1.804 5.019
H 3.908 0.583 5.620
H 3.106 2.837 4.848
H 1.797 4.179 3.139
H 0.864 3.021 1.156
*
```